1.
{"formula": "C16H11ClN4OS", "method": "ωB97M-V/def2-TZVPD", "homo_ev": -8.20, "lumo_energy_ev": 0.4, "smiles": "S=c1[nH]nc(Cc2noc3ccccc23)n1-c1ccc(Cl)cc1", "homo_lumo_gap_ha": 0.317, "multiplicity": 1, "elements": ["S", "C", "N", "N", "C", "C", "C", "N", "O", "C", "C", "C", "C", "C", "C", "N", "C", "C", "C", "C", "Cl", "C", "C", "H", "H", "H", "H", "H", "H", "H", "H", "H", "H", "H"], "xyz": [[3.1833, -0.1220, -2.7324], [1.6001, -0.0831, -2.3220], [0.6159, 0.6475, -2.9060], [-0.5848, 0.4501, -2.3198], [-0.3825, -0.4115, -1.3781], [-1.4242, -0.8707, -0.4207], [-2.2817, 0.2823, -0.0237], [-3.5765, 0.2439, -0.1053], [-4.0860, 1.4334, 0.3215], [-3.0637, 2.2362, 0.6757], [-3.1078, 3.5353, 1.1637], [-1.8961, 4.1262, 1.4509], [-0.6815, 3.4556, 1.2656], [-0.6373, 2.1678, 0.7836], [-1.8496, 1.5506, 0.4818], [0.9437, -0.7839, -1.3224], [1.5425, -1.7132, -0.4526], [0.9749, -2.9718, -0.2821], [1.5655, -3.8842, 0.5707], [2.7299, -3.5398, 1.2418], [3.4679, -4.6810, 2.3041], [3.3087, -2.2920, 1.0643], [2.7130, -1.3764, 0.2183], [0.7235, 1.2801, -3.6809], [-0.9413, -1.2974, 0.4631], [-2.0637, -1.6296, -0.8771], [-4.0460, 4.0452, 1.3055], [-1.8795, 5.1362, 1.8311], [0.2378, 3.9664, 1.5086], [0.2998, 1.6506, 0.6441], [0.0854, -3.2431, -0.8299], [1.1317, -4.8619, 0.7069], [4.2188, -2.0389, 1.5838], [3.1596, -0.4068, 0.0680]], "forces_ev_per_a": [[0.72, 0.01, -0.28], [-0.06, 0.18, -0.29], [0.35, -0.68, 0.72], [-0.82, -0.03, 0.19], [0.00, 0.24, -0.30], [-0.35, 0.01, 0.04], [-0.30, 0.33, 0.18], [0.38, -1.02, -0.39], [-0.31, 0.69, 0.25], [1.22, -0.35, -0.04], [-0.26, -0.14, -0.07], [-0.06, -0.02, -0.01], [0.20, 0.05, 0.04], [-0.16, -0.10, -0.05], [-0.80, 0.50, 0.19], [-0.17, 0.67, -0.70], [0.31, -0.48, 0.43], [0.16, 0.27, -0.12], [0.11, -0.04, 0.14], [-0.15, 0.16, -0.20], [0.09, -0.13, 0.12], [-0.06, -0.12, 0.03], [-0.21, 0.00, -0.01], [0.07, -0.07, 0.09], [-0.08, 0.00, -0.09], [0.09, -0.07, 0.09], [-0.10, 0.10, 0.03], [-0.02, 0.09, 0.03], [0.08, 0.04, 0.02], [0.15, -0.02, -0.02], [-0.08, -0.03, -0.07], [-0.02, -0.09, 0.03], [0.08, 0.00, 0.06], [0.01, 0.06, -0.02]]}

---

2.
{"formula": "C16H11FN2O5S4Sn", "method": "ωB97M-V/def2-TZVPD", "homo_ev": [-7.97, -8.16], "lumo_energy_ev": [-2.6, -2.4], "de_lowest_kj_mol": 180.70, "homo_lumo_gap_ha": [0.197, 0.211], "multiplicity": 1, "elements": ["Sn", "C", "C", "N", "C", "C", "N", "C", "O", "O", "C", "O", "O", "H", "H", "H", "H", "H", "O", "C", "S", "C", "C", "S", "S", "S", "F", "C", "C", "C", "C", "C", "C", "C", "H", "H", "H", "H", "H", "H"], "xyz": [[-0.4730, -0.5872, 1.4665], [2.9666, 1.6898, 1.4208], [1.6236, 2.2925, 1.2209], [0.4713, 1.6446, 1.1813], [-0.5081, 2.5776, 0.9711], [0.0497, 3.8116, 0.8870], [1.3982, 3.6109, 1.0465], [-0.4587, 5.1893, 0.6717], [-1.7614, 5.3178, 0.5434], [0.3271, 6.1044, 0.6322], [-1.9105, 2.1332, 0.8291], [-2.7948, 2.9750, 0.6881], [-2.0579, 0.8654, 0.8512], [2.8588, 0.6230, 1.6052], [3.4775, 2.1444, 2.2693], [3.5873, 1.8189, 0.5340], [2.0653, 4.3694, 1.0197], [-2.2132, 4.4264, 0.6040], [5.7373, -3.8589, 0.2290], [4.6336, -3.4506, 0.4246], [3.5847, -3.9753, 1.7510], [2.1811, -3.0142, 1.3309], [2.3222, -2.1835, 0.2039], [1.2176, -1.0463, -0.4324], [3.8424, -2.2552, -0.6370], [0.8247, -3.1110, 2.2982], [-2.0714, -1.9621, -4.8721], [-2.1212, -1.9699, -3.5278], [-1.4513, -2.9710, -2.8464], [-1.5050, -2.9672, -1.4678], [-2.2220, -1.9805, -0.7686], [-2.2543, -2.0118, 0.6736], [-2.8940, -0.9904, -1.5048], [-2.8452, -0.9809, -2.8854], [-0.9060, -3.7228, -3.3984], [-0.9835, -3.7322, -0.9061], [-1.9185, -2.9242, 1.1511], [-3.0258, -1.4531, 1.1868], [-3.4367, -0.2185, -0.9770], [-3.3564, -0.2276, -3.4673]], "forces_ev_per_a": [[-0.27, -0.12, 0.04], [-0.01, -0.07, 0.02], [-0.02, 0.04, 0.04], [0.22, 0.06, 0.01], [0.05, -0.11, 0.02], [0.22, 0.20, -0.01], [-0.06, -0.07, -0.01], [-0.27, 0.07, -0.01], [0.44, 0.32, -0.01], [0.09, 0.08, 0.00], [0.17, 0.01, -0.06], [-0.30, -0.15, -0.03], [-0.11, -0.13, 0.00], [0.01, 0.02, 0.00], [0.00, 0.01, 0.01], [0.00, 0.01, -0.02], [0.01, -0.03, 0.00], [-0.27, -0.18, 0.00], [0.09, 0.02, 0.05], [-0.09, -0.10, -0.08], [0.06, 0.01, 0.01], [0.01, 0.21, -0.20], [-0.04, -0.03, 0.07], [-0.02, -0.07, 0.03], [0.03, 0.02, 0.01], [0.01, -0.01, -0.04], [0.00, 0.00, 0.05], [-0.02, 0.02, -0.13], [-0.01, 0.04, 0.06], [0.00, 0.02, -0.03], [-0.04, -0.14, -0.07], [0.37, 0.27, 0.26], [0.04, 0.03, 0.01], [0.02, -0.04, 0.04], [0.01, -0.02, -0.01], [0.02, -0.02, 0.00], [-0.15, -0.08, 0.00], [-0.16, -0.10, -0.07], [-0.02, 0.01, 0.02], [-0.01, 0.02, -0.01]]}

---

3.
{"formula": "C16H11IrN4O13", "method": "ωB97M-V/def2-TZVPD", "homo_ev": [-0.68, -2.82], "lumo_energy_ev": [4.5, 4.5], "de_lowest_kj_mol": 0.00, "homo_lumo_gap_ha": [0.191, 0.267], "total_charge": -2, "multiplicity": 5, "elements": ["Ir", "O", "C", "C", "C", "N", "C", "C", "C", "O", "O", "C", "O", "O", "H", "H", "H", "O", "N", "O", "C", "C", "C", "C", "O", "C", "C", "N", "O", "O", "N", "O", "O", "H", "H", "C", "O", "C", "C", "H", "H", "H", "H", "H", "H"], "xyz": [[0.3167, 0.0675, -0.4315], [-4.1301, -3.2313, 2.2168], [-3.0766, -2.4401, 1.8513], [-3.1809, -1.0580, 1.8333], [-2.1020, -0.3243, 1.3900], [-0.9740, -0.9300, 1.0125], [-0.8485, -2.2570, 1.0794], [-1.8851, -3.0603, 1.5060], [0.5129, -2.8208, 0.6528], [0.7313, -4.0032, 0.9112], [1.2813, -1.9917, 0.0644], [-2.1344, 1.2091, 1.3323], [-3.0320, 1.7517, 1.9880], [-1.2290, 1.7422, 0.6343], [-4.9180, -2.6783, 2.2435], [-4.0814, -0.5330, 2.1258], [-1.7601, -4.1325, 1.5346], [-4.1441, 0.3552, -7.2913], [-2.9462, 0.3139, -7.0297], [-2.0794, 0.4481, -7.8830], [-2.5317, 0.1125, -5.6523], [-3.4987, -0.0436, -4.6971], [-3.0996, -0.2579, -3.3817], [-1.7284, -0.2609, -2.9457], [-1.4391, -0.3549, -1.7293], [-0.7492, -0.1242, -4.0324], [-1.1642, 0.0603, -5.3458], [0.6236, -0.2041, -3.8245], [1.3931, -0.1474, -4.8294], [1.1645, -0.3427, -2.6480], [-4.1837, -0.4832, -2.4367], [-5.3056, -0.0875, -2.7547], [-3.9689, -1.0851, -1.4018], [-4.5460, -0.0182, -4.9470], [-0.4156, 0.1550, -6.1123], [3.4716, 0.4178, -1.0284], [2.7165, 1.6409, -1.1633], [1.4221, 1.6079, -0.9825], [0.8085, 2.9284, -1.2913], [4.0032, 0.4615, -0.0780], [4.1712, 0.4105, -1.8604], [2.8269, -0.4544, -1.0723], [1.5467, 3.7168, -1.4539], [0.1045, 3.1765, -0.4952], [0.2142, 2.7806, -2.1982]], "forces_ev_per_a": [[0.19, 0.21, -0.04], [0.00, 0.01, -0.01], [-0.07, -0.09, 0.03], [-0.03, -0.01, 0.02], [0.17, -0.10, 0.01], [-0.18, -0.03, -0.13], [0.05, 0.09, 0.09], [0.03, 0.02, 0.03], [-0.10, -0.02, -0.17], [0.09, 0.00, 0.05], [-0.09, -0.04, 0.04], [-0.04, 0.03, -0.07], [0.01, 0.03, -0.02], [-0.11, -0.04, 0.09], [0.00, 0.01, 0.02], [0.01, 0.01, -0.01], [0.00, 0.00, 0.00], [-0.02, -0.03, -0.01], [0.12, 0.06, 0.22], [-0.01, -0.02, -0.02], [0.10, 0.03, -0.36], [-0.05, -0.03, 0.15], [-0.15, -0.05, 0.06], [0.11, 0.02, -0.12], [-0.03, 0.11, 0.14], [0.01, -0.03, 0.14], [-0.15, 0.03, -0.04], [0.01, 0.05, 0.06], [-0.01, 0.02, 0.04], [-0.03, -0.27, -0.22], [0.17, -0.02, -0.11], [-0.03, 0.04, 0.03], [0.01, -0.01, 0.04], [0.01, 0.01, 0.00], [-0.01, 0.01, -0.01], [0.00, 0.09, 0.03], [0.04, -0.02, -0.16], [-0.03, -0.11, 0.21], [-0.01, 0.06, 0.06], [0.00, 0.00, 0.02], [0.00, -0.03, 0.00], [0.02, 0.02, 0.00], [0.02, -0.03, -0.01], [-0.01, 0.00, -0.06], [0.00, 0.06, -0.01]]}

---

4.
{"formula": "C16H12", "method": "ωB97M-V/def2-TZVPD", "homo_ev": -8.05, "lumo_energy_ev": 0.4, "smiles": "CC#CC#CCc1ccc2ccccc2c1", "de_lowest_kj_mol": 89.26, "homo_lumo_gap_ha": 0.312, "multiplicity": 1, "elements": ["C", "C", "C", "C", "C", "C", "C", "C", "C", "C", "C", "C", "C", "C", "C", "C", "H", "H", "H", "H", "H", "H", "H", "H", "H", "H", "H", "H"], "xyz": [[-0.2176, -6.5631, 1.1414], [0.2422, -5.3957, 0.4343], [0.6097, -4.3996, -0.1446], [0.9097, -3.1479, -0.7702], [1.0379, -2.0703, -1.3298], [1.0835, -0.7364, -1.9753], [0.3727, 0.2922, -1.1349], [-0.8414, 0.0441, -0.4490], [-1.4584, 1.0166, 0.3395], [-0.8432, 2.2639, 0.4897], [-1.3916, 3.2584, 1.2948], [-0.8467, 4.5525, 1.3262], [0.3233, 4.8390, 0.6469], [0.9114, 3.8223, -0.1133], [0.3412, 2.5514, -0.2445], [0.9644, 1.5650, -1.0245], [-0.7409, -7.2143, 0.4877], [-0.8800, -6.2848, 1.9617], [0.6015, -7.1678, 1.5193], [2.1575, -0.4892, -2.1048], [0.6022, -0.7744, -2.9561], [-1.3582, -0.8938, -0.6363], [-2.3877, 0.8180, 0.8643], [-2.3057, 3.0891, 1.8386], [-1.2936, 5.3250, 1.9673], [0.6667, 5.8625, 0.7245], [1.8238, 4.1052, -0.6436], [1.9175, 1.7319, -1.5090]], "forces_ev_per_a": [[0.25, -0.05, 0.60], [0.54, 1.13, -0.61], [0.14, 1.24, -0.39], [-0.32, -0.13, -0.12], [-0.39, -1.39, 0.47], [0.34, -0.89, 0.49], [0.94, 2.15, 0.50], [-0.93, 0.57, 0.04], [0.83, -1.52, -0.79], [0.25, 0.18, -0.34], [0.09, 2.28, 0.15], [-1.15, -1.28, 1.10], [0.24, -0.98, -0.81], [0.33, 2.27, 0.32], [0.30, 0.30, 0.42], [-1.02, -2.20, -0.05], [-0.74, -0.55, -0.71], [0.07, -0.04, 0.03], [0.23, 0.15, 0.25], [-0.69, 0.17, -0.07], [0.18, -0.20, -0.07], [0.20, -0.03, 0.27], [0.09, -0.08, -0.14], [-0.15, -0.26, 0.12], [0.04, -0.43, -0.38], [0.55, -0.19, -0.28], [-0.18, -0.47, 0.00], [-0.03, 0.26, -0.02]]}

---

5.
{"formula": "C16H12Cl3NO5S", "method": "ωB97M-V/def2-TZVPD", "homo_ev": -9.20, "lumo_energy_ev": 0.4, "smiles": "CS(=O)(=O)c1ccc(Cl)c(NC(=O)COC(=O)c2c(Cl)cccc2Cl)c1", "homo_lumo_gap_ha": 0.353, "multiplicity": 1, "elements": ["C", "S", "O", "O", "C", "C", "C", "C", "Cl", "C", "N", "C", "O", "C", "O", "C", "O", "C", "C", "Cl", "C", "C", "C", "C", "Cl", "C", "H", "H", "H", "H", "H", "H", "H", "H", "H", "H", "H", "H"], "xyz": [[-0.0784, -2.9000, -3.5201], [1.5029, -3.6572, -3.0533], [1.4199, -5.0748, -3.2782], [2.5681, -2.9352, -3.6900], [1.5862, -3.3684, -1.2785], [1.5323, -4.4370, -0.4077], [1.5991, -4.1963, 0.9553], [1.6984, -2.8949, 1.4146], [1.7761, -2.6089, 3.1212], [1.7396, -1.8049, 0.5325], [1.8323, -0.5208, 1.0573], [1.5768, 0.6474, 0.4079], [1.2979, 0.7514, -0.7607], [1.7042, 1.8894, 1.3081], [0.5539, 2.7128, 1.1572], [-0.6099, 2.0900, 1.3376], [-0.7112, 0.9301, 1.6353], [-1.7590, 3.0292, 1.1276], [-2.3577, 3.6670, 2.2078], [-1.7311, 3.3857, 3.7867], [-3.4342, 4.5196, 2.0221], [-3.9122, 4.7323, 0.7400], [-3.3311, 4.1074, -0.3497], [-2.2543, 3.2554, -0.1529], [-1.5078, 2.4543, -1.4812], [1.6976, -2.0673, -0.8340], [-0.8624, -3.4125, -2.9783], [-0.0416, -1.8491, -3.2654], [-0.2049, -3.0293, -4.5879], [1.4495, -5.4352, -0.8058], [1.5707, -5.0119, 1.6607], [1.8995, -0.5056, 2.0692], [1.8267, 1.6194, 2.3618], [2.5426, 2.5014, 0.9699], [-3.8856, 5.0062, 2.8714], [-4.7500, 5.3953, 0.5895], [-3.7026, 4.2736, -1.3476], [1.7598, -1.2585, -1.5420]], "forces_ev_per_a": [[0.75, -0.34, 0.37], [-0.31, 0.08, -0.11], [-0.26, -0.10, 0.23], [-0.06, 0.38, 0.09], [-0.11, -0.11, -0.42], [-0.04, -0.15, -0.08], [0.04, 0.13, -0.09], [-0.02, -0.05, -0.26], [0.00, -0.02, 0.15], [-0.05, -0.27, -0.17], [0.31, -0.23, 0.44], [0.13, 0.31, 0.33], [0.01, 0.04, -0.21], [0.01, -0.27, -0.07], [0.18, 0.31, -0.10], [-0.28, -0.12, 0.12], [-0.07, 0.14, 0.04], [-0.03, -0.04, -0.05], [-0.08, 0.01, -0.40], [0.05, 0.02, 0.29], [0.09, -0.07, 0.04], [0.06, -0.04, 0.03], [0.12, -0.11, -0.04], [-0.13, 0.15, 0.34], [-0.01, -0.02, -0.17], [0.04, 0.18, -0.04], [-0.14, -0.07, 0.11], [0.00, 0.19, 0.06], [0.13, -0.09, -0.17], [-0.02, -0.15, 0.02], [0.00, -0.03, 0.07], [-0.07, 0.23, -0.29], [0.00, 0.04, -0.12], [-0.09, -0.14, 0.07], [-0.03, 0.04, 0.09], [-0.08, 0.06, -0.02], [-0.03, 0.00, -0.11], [0.00, 0.11, 0.03]]}

---

6.
{"formula": "C16H12ClF6FeO4S", "method": "ωB97M-V/def2-TZVPD", "homo_ev": [-1.30, -1.39], "lumo_energy_ev": [4.7, 4.7], "homo_lumo_gap_ha": [0.219, 0.222], "total_charge": -2, "multiplicity": 2, "elements": ["Fe", "F", "O", "Cl", "O", "O", "O", "F", "C", "C", "F", "C", "F", "C", "S", "C", "F", "C", "F", "C", "C", "C", "C", "C", "C", "C", "C", "C", "C", "H", "H", "H", "H", "H", "H", "H", "H", "H", "H", "H", "H"], "xyz": [[-1.9366, -0.6216, -0.2436], [-2.4924, -2.2933, 0.3971], [-4.6617, 2.3263, -1.0308], [-4.5432, 0.9627, -0.5736], [-3.8714, 0.1597, -1.5900], [-5.8559, 0.4370, -0.3015], [-3.7265, 0.9160, 0.6266], [1.7768, -0.4071, -7.6728], [1.3873, -0.5415, -6.3857], [0.0665, -0.7941, -6.0662], [-0.8341, -0.9075, -7.0626], [-0.3184, -0.9495, -4.7492], [-1.6085, -1.2119, -4.5180], [0.5805, -0.8759, -3.6705], [0.1526, -1.2019, -2.0361], [1.9039, -0.5853, -4.0448], [2.8569, -0.4684, -3.1056], [2.3026, -0.4299, -5.3573], [3.5954, -0.1803, -5.6561], [1.6768, -0.0343, 0.7756], [0.4775, -0.2969, 1.7021], [0.3404, -1.8156, 1.8831], [-0.7611, 0.2597, 1.0186], [0.6277, 0.4138, 3.0441], [-0.3078, 0.1906, 4.0593], [-0.2556, 0.8802, 5.2597], [0.7337, 1.8298, 5.4864], [1.6599, 2.0772, 4.4855], [1.6107, 1.3726, 3.2877], [1.5259, -0.5684, -0.1582], [2.6087, -0.3780, 1.2388], [1.7602, 1.0266, 0.5292], [0.0294, -2.2529, 0.9347], [-0.4244, -2.0698, 2.6152], [1.2947, -2.2556, 2.1940], [-0.8356, 1.3454, 1.1724], [-1.1074, -0.5192, 3.8894], [-0.9929, 0.6804, 6.0289], [0.7784, 2.3678, 6.4260], [2.4342, 2.8217, 4.6361], [2.3526, 1.5912, 2.5322]], "forces_ev_per_a": [[1.72, 1.36, 2.28], [0.31, 0.15, -0.25], [0.07, -0.10, -0.06], [-0.27, 0.35, 0.11], [0.00, -0.01, -0.01], [0.10, -0.11, -0.09], [-0.04, -0.01, -0.14], [-0.01, 0.02, -0.01], [0.01, 0.02, 0.01], [-0.02, -0.02, -0.02], [-0.03, 0.01, 0.00], [0.05, 0.04, 0.07], [-0.02, -0.02, -0.03], [-0.13, -0.05, -0.12], [-0.29, -0.13, 0.13], [-0.11, -0.01, -0.01], [0.04, -0.01, 0.00], [0.04, -0.02, -0.01], [0.02, 0.02, 0.01], [-0.08, 0.08, 0.17], [0.02, 0.01, 0.08], [0.10, 0.08, -0.01], [-1.46, -1.64, -2.12], [0.01, 0.06, 0.01], [-0.06, -0.02, 0.00], [0.03, -0.01, 0.06], [0.02, -0.01, -0.06], [0.02, -0.05, 0.07], [0.03, 0.03, 0.05], [0.08, 0.02, 0.02], [0.02, 0.05, 0.04], [0.06, 0.00, -0.01], [0.01, -0.04, 0.02], [-0.04, -0.03, -0.05], [0.00, 0.00, 0.04], [-0.14, 0.02, -0.06], [0.00, 0.01, -0.02], [-0.03, -0.01, -0.03], [-0.02, 0.02, -0.01], [0.01, 0.00, -0.01], [-0.02, -0.03, -0.04]]}